(1)
The following is a DFT calculation (the ωB97M-V functional and the def2-TZVPD basis) of a molecular structure, C3H4BeLiO3.

```
! wB97M-V def2-TZVPD RIJCOSX def2/J DEFGRID3
* xyz 1 1
O -0.218 -0.737 2.506
C -0.036 0.828 -1.437
H -0.151 -1.312 3.278
Li 2.693 0.976 -1.807
O -0.766 -0.336 0.462
O 1.249 0.756 -0.797
C -0.552 -1.405 1.375
H -0.775 -1.167 -1.403
H 0.062 0.674 -2.529
H -0.420 1.858 -1.314
C -1.044 -0.187 -0.969
Be 0.793 0.342 0.764
*
```

Computed properties:
- frontier orbital gap (alpha / beta) (eV) = 4.82 / 4.82
- HOMO level (alpha / beta) (eV) = -10.5 / -10.5


(2)
The following is a DFT calculation (the ωB97M-V functional and the def2-TZVPD basis) of a molecular structure, C3H4BeO3.

```
! wB97M-V def2-TZVPD RIJCOSX def2/J DEFGRID3
* xyz 2 1
O -1.041 1.968 0.504
C -0.021 -0.682 0.469
H -1.812 0.201 -0.847
O 1.059 1.674 -0.358
C 0.126 1.770 0.372
O 1.194 -0.879 -0.211
Be 1.677 0.419 -0.743
C -1.210 -0.432 -0.197
H 1.660 -1.663 0.111
H 0.010 -1.025 1.505
H -1.642 -1.351 -0.605
*
```

Computed properties:
- frontier orbital gap (alpha / beta) (eV) = 7.87 / 7.22
- HOMO level (alpha / beta) (eV) = -19.4 / -18.9


(3)
The following is a DFT calculation (the ωB97M-V functional and the def2-TZVPD basis) of 2 unconnected molecules or ions with the total composition C3H4Br2.

```
! wB97M-V def2-TZVPD RIJCOSX def2/J DEFGRID3
* xyz 0 1
H 0.217 -1.744 -1.502
Br -2.459 0.657 0.085
C -0.822 0.015 -0.654
Br 2.127 0.650 0.029
C 0.688 1.409 -0.915
C -0.680 -1.266 -0.934
H -1.585 -1.827 -0.738
H 0.546 2.417 -0.514
H 0.771 1.298 -2.063
*
```

Computed properties:
- frontier orbital gap (eV) = 10.04
- HOMO level (eV) = -9.5


(4)
The following is a DFT calculation (the ωB97M-V functional and the def2-TZVPD basis) of 2 unconnected molecules or ions with the total composition C3H4BrF.

```
! wB97M-V def2-TZVPD RIJCOSX def2/J DEFGRID3
* xyz 0 1
C 0.840 -0.818 -0.385
H 0.844 -1.689 0.187
Br -3.959 -0.093 -0.020
H -2.421 1.563 -0.900
H 1.131 0.460 1.328
F 1.020 1.489 -0.262
C 1.065 0.274 0.299
H 0.882 -0.641 -1.384
C -2.688 1.124 0.164
*
```

Computed properties:
- frontier orbital gap (eV) = 7.94
- HOMO level (eV) = -8.8


(5)
The following is a DFT calculation (the ωB97M-V functional and the def2-TZVPD basis) of C3H4BrF in the gas phase.

```
! wB97M-V def2-TZVPD RIJCOSX def2/J DEFGRID3
* xyz 0 1
H -0.219 1.618 -0.147
C -1.079 -0.573 -0.361
H -1.163 -0.111 -1.325
H 1.578 -0.820 0.683
C 1.163 0.204 0.518
F -0.646 -1.839 -0.395
C -0.036 0.520 -0.017
H -2.026 -0.553 0.158
Br 2.428 1.554 0.887
*
```

Computed properties:
- SMILES = FC/C=C/Br
- frontier orbital gap (eV) = 10.27
- HOMO level (eV) = -9.3


(6)
The following is a DFT calculation (the ωB97M-V functional and the def2-TZVPD basis) of 2 unconnected molecules or ions with the total composition C3H4BrF.

```
! wB97M-V def2-TZVPD RIJCOSX def2/J DEFGRID3
* xyz 0 1
H -1.385 -1.847 0.895
Br 3.171 -1.107 -0.472
H -0.433 -0.395 -1.515
C 1.555 -0.673 -1.510
C -0.980 -0.826 1.108
H -0.225 -0.593 1.922
H 1.862 -0.286 -2.446
C 0.302 -0.658 -0.876
F -1.926 0.048 0.862
*
```

Computed properties:
- frontier orbital gap (eV) = 8.85
- HOMO level (eV) = -9.1


(7)
The following is a DFT calculation (the ωB97M-V functional and the def2-TZVPD basis) of a molecular structure, C3H4BrFO.

```
! wB97M-V def2-TZVPD RIJCOSX def2/J DEFGRID3
* xyz 0 1
O -1.098 -3.300 0.543
H 2.233 2.312 0.273
C -0.851 -2.405 -0.229
C 1.226 2.321 0.034
H 0.446 2.836 0.633
C -0.713 -1.061 0.347
Br -0.538 0.531 -0.390
H 1.046 2.440 -1.036
F -0.641 -2.648 -1.508
H -1.109 -1.025 1.334
*
```

Computed properties:
- frontier orbital gap (alpha / beta) (eV) = 8.93 / 7.12
- HOMO level (alpha / beta) (eV) = -9.1 / -8.7


(8)
The following is a DFT calculation (the ωB97M-V functional and the def2-TZVPD basis) of C3H4BrIN2 in the gas phase.

```
! wB97M-V def2-TZVPD RIJCOSX def2/J DEFGRID3
* xyz 0 1
H -2.050 1.404 1.249
C -1.480 0.617 0.568
Br 1.038 0.284 -3.545
H 1.827 -0.954 -1.017
C 0.958 -0.374 -0.920
H 1.165 -1.135 0.974
N -0.452 0.038 1.038
I -0.236 0.026 3.570
H -1.897 0.240 -0.422
N 0.528 0.430 -1.850
C 0.599 -0.576 0.356
*
```

Computed properties:
- frontier orbital gap (alpha / beta) (eV) = 7.25 / 6.53
- HOMO level (alpha / beta) (eV) = -8.8 / -8.5


(9)
The following is a DFT calculation (the ωB97M-V functional and the def2-TZVPD basis) of C3H4BrNS in the gas phase.

```
! wB97M-V def2-TZVPD RIJCOSX def2/J DEFGRID3
* xyz 0 1
C 1.234 -1.828 0.318
S -0.405 -1.956 0.137
N 2.346 -2.058 0.504
C 0.045 1.147 0.097
C -0.806 0.029 -0.361
H 0.106 1.790 -0.729
H -0.398 1.676 0.898
H -0.650 -0.217 -1.397
H 1.074 1.007 0.368
Br -2.547 0.409 0.167
*
```

Computed properties:
- SMILES = C[C@H](Br)SC#N
- frontier orbital gap (eV) = 9.71
- HOMO level (eV) = -9.8


(10)
The following is a DFT calculation (the ωB97M-V functional and the def2-TZVPD basis) of C3H4Cl2 in the gas phase.

```
! wB97M-V def2-TZVPD RIJCOSX def2/J DEFGRID3
* xyz 0 1
H 0.063 -2.273 0.484
Cl -1.433 1.047 1.310
C -0.636 -0.147 0.382
H 1.565 0.545 0.300
Cl 1.166 -0.328 -1.809
H 0.770 -1.114 1.767
C 0.833 -0.113 -0.096
C 0.329 -1.218 0.801
H -1.018 -0.505 -0.599
*
```

Computed properties:
- SMILES = Cl[C@@H]1C[C@H]1Cl
- frontier orbital gap (eV) = 10.94
- HOMO level (eV) = -9.9


(11)
The following is a DFT calculation (the ωB97M-V functional and the def2-TZVPD basis) of 2 unconnected molecules or ions with the total composition C3H4Cl2N2.

```
! wB97M-V def2-TZVPD RIJCOSX def2/J DEFGRID3
* xyz 0 1
N -0.013 1.108 0.010
N 0.486 -0.923 0.551
Cl -0.968 2.510 -0.306
Cl -1.953 -2.431 -0.669
H -2.840 -1.470 0.030
C 1.618 -0.323 -0.033
H -1.568 -0.227 0.911
C 1.343 0.995 -0.276
C -0.501 -0.125 0.483
H 2.461 -0.910 -0.315
H 1.936 1.794 -0.386
*
```

Computed properties:
- SMILES = Cln1ccnc1.Cl
- frontier orbital gap (eV) = 9.33
- HOMO level (eV) = -9.2


(12)
The following is a DFT calculation (the ωB97M-V functional and the def2-TZVPD basis) of 2 unconnected molecules or ions with the total composition C3H4Cl2O.

```
! wB97M-V def2-TZVPD RIJCOSX def2/J DEFGRID3
* xyz 0 1
H 2.222 -0.930 -0.835
C 0.364 -0.361 -1.453
H -3.843 -1.059 3.232
Cl -3.575 -0.422 2.136
C 1.396 -0.352 -0.591
O -1.098 0.926 -0.138
H 0.270 -0.822 -2.377
H 1.549 -0.020 0.418
Cl -1.455 1.047 -2.625
C -0.759 0.503 -1.176
*
```

Computed properties:
- SMILES = C=CC(=O)Cl.Cl
- frontier orbital gap (eV) = 10.57
- HOMO level (eV) = -10.6


(13)
The following is a DFT calculation (the ωB97M-V functional and the def2-TZVPD basis) of C3H4Cl2S in the gas phase.

```
! wB97M-V def2-TZVPD RIJCOSX def2/J DEFGRID3
* xyz 0 1
H -1.339 -0.291 -2.251
S -2.042 -0.210 -0.848
H 1.243 -1.008 1.197
H 0.361 1.404 1.528
Cl 1.618 -1.058 -1.022
C -0.610 -0.297 0.287
H -1.216 -0.734 1.206
Cl 0.691 1.928 -0.855
C 0.452 0.823 0.437
C 0.843 -0.559 0.321
*
```

Computed properties:
- SMILES = S[C@H]1[C@@H](Cl)[C@H]1Cl
- frontier orbital gap (eV) = 9.57
- HOMO level (eV) = -9.1


(14)
The following is a DFT calculation (the ωB97M-V functional and the def2-TZVPD basis) of C3H4ClFN2S in the gas phase.

```
! wB97M-V def2-TZVPD RIJCOSX def2/J DEFGRID3
* xyz 0 1
F -0.759 -0.819 1.137
N 2.050 -2.103 -0.264
C -1.116 0.010 0.137
H 2.956 -1.827 -0.615
S 1.253 1.767 0.001
H 3.067 0.165 0.293
Cl -2.690 -0.266 -0.318
C -0.517 1.201 -0.113
H -0.958 1.805 -0.951
C 2.019 0.063 0.108
H 1.708 -2.609 -1.161
N 1.298 -0.976 -0.192
*
```

Computed properties:
- SMILES = N/N=C/S/C=C(\F)Cl
- frontier orbital gap (eV) = 9.04
- HOMO level (eV) = -8.4


(15)
The following is a DFT calculation (the ωB97M-V functional and the def2-TZVPD basis) of C3H4ClFO in the gas phase.

```
! wB97M-V def2-TZVPD RIJCOSX def2/J DEFGRID3
* xyz 0 1
O -1.101 1.301 -0.566
F -2.187 -0.870 -0.492
C -0.942 -0.900 0.058
H 1.266 1.713 -0.467
C 1.080 0.767 0.076
H -0.370 -1.723 -0.364
Cl 2.298 -0.527 -0.457
C -0.352 0.421 -0.137
H 1.217 0.883 1.158
H -0.909 -1.066 1.190
*
```

Computed properties:
- SMILES = O=C(CF)CCl
- frontier orbital gap (eV) = 10.84
- HOMO level (eV) = -10.5


(16)
The following is a DFT calculation (the ωB97M-V functional and the def2-TZVPD basis) of C3H4ClFOS in the gas phase.

```
! wB97M-V def2-TZVPD RIJCOSX def2/J DEFGRID3
* xyz 0 1
H -0.469 1.134 -2.892
C 0.007 0.378 0.301
C 0.391 -0.775 1.321
O -0.251 1.173 -1.811
F 0.787 1.489 0.549
C -0.237 0.043 -1.217
H 0.291 -0.469 2.336
S -0.306 -1.549 -1.490
Cl -1.670 1.200 0.596
H -0.157 -1.828 1.103
H 1.613 -0.795 1.205
*
```

Computed properties:
- SMILES = C[C@](F)(Cl)C(O)=S
- frontier orbital gap (eV) = 9.12
- HOMO level (eV) = -9.2


(17)
The following is a DFT calculation (the ωB97M-V functional and the def2-TZVPD basis) of C3H4ClI in the gas phase.

```
! wB97M-V def2-TZVPD RIJCOSX def2/J DEFGRID3
* xyz 0 3
H 0.961 1.427 0.119
H 0.398 -1.710 -0.374
I 1.581 -0.770 2.005
Cl -2.035 -0.525 -0.979
C -1.051 0.361 -0.025
C 0.770 -0.702 0.101
H -1.354 0.451 1.078
C 0.338 0.635 -0.379
H 0.392 0.835 -1.545
*
```

Computed properties:
- frontier orbital gap (alpha / beta) (eV) = 7.03 / 8.82
- HOMO level (alpha / beta) (eV) = -6.6 / -9.9
- <S²> = 2.01


(18)
The following is a DFT calculation (the ωB97M-V functional and the def2-TZVPD basis) of 2 unconnected molecules or ions with the total composition C3H4ClN2O2.

```
! wB97M-V def2-TZVPD RIJCOSX def2/J DEFGRID3
* xyz -1 1
Cl 0.174 -1.116 -1.587
H 0.054 -3.320 0.586
C 0.215 1.575 -0.938
O -1.929 2.211 -0.434
C 0.451 0.084 -0.417
H 0.657 1.744 -1.857
H -0.618 -2.486 1.758
N -1.148 1.658 -1.252
O 0.644 0.247 2.034
H 0.711 2.193 -0.207
N 0.274 -2.764 1.434
C 0.516 -0.027 0.880
*
```

Computed properties:
- frontier orbital gap (alpha / beta) (eV) = 4.95 / 5.02
- HOMO level (alpha / beta) (eV) = -2.3 / -2.4


(19)
The following is a DFT calculation (the ωB97M-V functional and the def2-TZVPD basis) of a molecular structure, C3H4ClN2O4PtS3Sb.

```
! wB97M-V def2-TZVPD RIJCOSX def2/J DEFGRID3
* xyz -1 2
S -0.112 -4.707 3.481
O 1.427 -0.528 -2.215
S 0.295 -1.017 2.645
C 0.074 1.848 -0.633
C -0.869 2.806 -0.812
Sb -1.347 -2.866 3.123
H -2.477 0.421 0.700
H -0.826 3.779 -1.267
Cl 2.540 -1.061 -1.445
O 2.411 -2.484 -1.337
Pt 0.239 -1.196 0.432
C -1.766 1.069 0.214
N -2.031 2.299 -0.266
S -1.463 -2.596 0.589
O 2.428 -0.458 -0.062
H 1.111 1.831 -0.917
N -0.504 0.777 0.010
H -2.926 2.753 -0.239
O 3.794 -0.670 -2.003
*
```

Computed properties:
- frontier orbital gap (alpha / beta) (eV) = 6.12 / 6.01
- HOMO level (alpha / beta) (eV) = -4.2 / -4.1
- <S²> = 0.76


(20)
The following is a DFT calculation (the ωB97M-V functional and the def2-TZVPD basis) of 2 unconnected molecules or ions with the total composition C3H4ClNO2.

```
! wB97M-V def2-TZVPD RIJCOSX def2/J DEFGRID3
* xyz 0 1
H -0.523 -1.452 0.672
O 1.621 1.851 0.659
C 0.236 0.147 1.537
C -0.261 0.903 -2.614
N 0.880 1.013 1.122
H -1.404 -1.139 2.176
H 0.590 1.171 -3.197
H 0.306 -1.891 2.373
Cl 0.237 -0.753 -2.123
O -1.296 1.315 -2.295
C -0.386 -1.164 1.689
*
```

Computed properties:
- SMILES = CC#[N+][O-].O=CCl
- frontier orbital gap (eV) = 10.07
- HOMO level (eV) = -9.5


| no. | maximum force (Eh/bohr) |
| --- | --- |
| 1 | 0.0866 |
| 2 | 0.1833 |
| 3 | 0.0846 |
| 4 | 0.0599 |
| 5 | 0.0638 |
| 6 | 0.1069 |
| 7 | 0.0577 |
| 8 | 0.1109 |
| 9 | 0.0575 |
| 10 | 0.0723 |
| 11 | 0.0853 |
| 12 | 0.0613 |
| 13 | 0.1093 |
| 14 | 0.0816 |
| 15 | 0.0708 |
| 16 | 0.1201 |
| 17 | 0.1092 |
| 18 | 0.0981 |
| 19 | 0.0173 |
| 20 | 0.0599 |